# 1
This record from OMol25 describes a molecular structure, C38H38B5N2O42V3 at a distorted geometry. The level of theory is ωB97M-V/def2-TZVPD.

Each line ends with the Löwdin spin population.
Atoms and positions in Å:
V  -2.196  1.039  -4.825  2.905
V  -4.260  -2.646  3.322  2.930
V  -2.037  6.087  0.687  2.889
O  -1.731  8.642  -3.389  0.000
C  -2.371  7.581  -3.553  0.000
O  -2.641  6.901  -4.633  0.000
B  -3.456  5.747  -4.406  0.000
O  -3.643  5.655  -2.915  0.003
C  -2.980  6.682  -2.406  0.004
O  -2.928  6.899  -1.153  0.024
O  -2.682  4.550  -4.837  0.001
C  -3.332  3.809  -5.703  0.002
O  -2.987  2.727  -6.146  0.007
C  -4.628  4.629  -5.993  0.000
O  -4.618  5.728  -5.231  0.000
O  -5.558  4.229  -6.736  0.000
O  -4.443  1.238  -4.218  0.023
C  -5.088  0.980  -3.164  0.003
O  -4.625  1.025  -1.924  0.001
B  -5.661  0.477  -1.031  0.000
O  -6.927  0.424  -1.834  0.000
C  -6.564  0.477  -3.101  0.000
O  -7.332  0.332  -4.050  0.000
O  -5.762  1.323  0.182  0.000
C  -5.628  0.614  1.326  0.000
O  -6.035  0.888  2.500  0.002
C  -5.259  -0.828  0.836  0.005
O  -5.257  -0.897  -0.563  0.002
O  -5.419  -1.750  1.596  0.010
O  -1.169  0.073  6.577  0.001
C  -1.788  0.430  5.636  -0.001
O  -1.848  1.586  5.267  -0.001
B  -2.951  1.890  4.448  0.000
O  -3.670  0.580  4.195  0.006
C  -3.000  -0.341  4.953  0.006
O  -3.300  -1.561  5.019  0.003
O  -3.887  2.856  5.138  0.000
C  -4.111  3.906  4.295  0.001
O  -4.844  4.853  4.508  0.000
C  -3.295  3.762  3.015  0.004
O  -2.663  2.555  3.157  0.002
O  -3.115  4.682  2.189  0.021
O  -2.665  -1.654  2.353  0.019
C  -1.976  -0.862  1.754  0.008
O  -2.472  0.009  0.998  0.006
B  -1.427  0.832  0.437  0.001
O  -0.229  0.320  1.175  0.000
C  -0.564  -0.642  1.948  0.000
O  0.210  -1.185  2.748  0.002
O  -1.596  2.335  0.670  0.004
C  -1.776  2.968  -0.475  0.004
O  -2.108  4.182  -0.536  0.005
C  -1.733  1.853  -1.540  0.002
O  -1.350  0.720  -1.046  0.002
O  -1.983  1.966  -2.753  0.010
O  -0.193  6.225  -0.430  0.020
C  0.454  6.072  -1.519  0.009
O  -0.056  5.860  -2.695  0.006
B  0.910  5.038  -3.411  0.001
O  2.180  5.244  -2.775  -0.001
C  1.977  5.753  -1.613  -0.001
O  2.740  5.731  -0.614  0.002
O  0.628  3.601  -3.319  0.004
C  0.283  3.103  -4.473  0.007
O  -0.215  1.937  -4.795  0.029
C  0.683  4.151  -5.523  0.001
O  0.940  5.211  -4.893  0.000
O  0.599  3.971  -6.713  0.001
C  3.655  -0.034  1.298  0.000
C  3.641  -0.750  -0.064  0.000
C  3.019  0.261  -1.036  0.000
C  3.169  -0.042  -2.516  0.000
C  4.646  -0.324  -2.904  0.000
C  5.411  -1.239  -1.815  0.000
N  5.041  -0.946  -0.387  0.000
O  5.956  -1.529  0.501  0.000
C  5.068  -2.712  -2.178  0.000
C  6.909  -0.986  -2.143  0.000
C  2.744  -1.995  -0.040  0.000
H  4.093  0.964  1.267  0.000
H  4.000  -0.669  2.114  0.000
H  2.664  0.056  1.743  0.000
H  1.949  0.331  -0.837  0.000
H  3.339  1.289  -0.867  0.000
H  2.781  0.763  -3.141  0.000
H  2.533  -0.907  -2.707  0.000
H  5.212  0.565  -3.180  0.000
H  4.572  -0.974  -3.776  0.000
H  3.998  -2.706  -2.383  0.000
H  5.598  -2.970  -3.095  0.000
H  5.325  -3.360  -1.339  0.000
H  7.598  -1.471  -1.452  0.000
H  7.193  -1.302  -3.146  0.000
H  7.004  0.099  -2.186  0.000
H  3.270  -2.799  0.475  0.000
H  2.573  -2.446  -1.017  0.000
H  1.770  -1.632  0.286  0.000
H  6.058  -0.824  1.145  0.000
C  2.245  -4.675  5.339  0.000
C  2.098  -4.659  3.828  0.000
C  2.890  -5.920  3.441  0.000
C  2.823  -6.279  1.989  0.000
C  1.388  -6.480  1.535  0.000
C  0.474  -5.450  2.046  0.000
N  0.699  -4.841  3.349  0.000
O  -0.191  -3.801  3.652  0.000
C  0.464  -4.277  1.033  0.000
C  -0.906  -6.159  2.073  0.000
C  2.848  -3.379  3.344  0.000
H  1.950  -5.580  5.870  0.000
H  1.494  -4.073  5.850  0.000
H  3.230  -4.364  5.685  0.000
H  3.944  -5.685  3.584  0.000
H  2.526  -6.760  4.033  0.000
H  3.441  -7.153  1.784  0.000
H  3.161  -5.554  1.249  0.000
H  1.034  -7.470  1.824  0.000
H  1.407  -6.538  0.447  0.000
H  -0.442  -3.672  1.061  0.000
H  1.243  -3.615  1.411  0.000
H  0.613  -4.548  -0.012  0.000
H  -1.187  -6.607  3.026  0.000
H  -1.817  -5.567  1.982  0.000
H  -0.999  -6.938  1.317  0.000
H  3.275  -3.422  2.342  0.000
H  3.664  -3.105  4.013  0.000
H  2.138  -2.556  3.269  0.000
H  0.135  -3.153  3.023  0.000

Results
E_LUMO (spin up / spin down) in eV: -5.33 / -5.16
Energy in eV: -209452.98662
Highest occupied orbital energy (spin up / spin down) in eV: -9.6 / -9.6
Max |F| in eV/A: 6.85
2S+1: 10
Total charge: +1

---

# 2
This record from OMol25 describes 2 unconnected molecules or ions with the total composition C2H4O2S at a distorted geometry. The level of theory is ωB97M-V/def2-TZVPD.

Each line ends with the Löwdin charge.
Atoms and positions in Å:
C  1.033  0.084  -0.514  -0.034
C  -0.005  -0.543  0.323  -0.435
O  0.455  -1.240  -0.701  0.066
O  0.003  -0.727  1.642  0.068
S  -2.091  1.678  -0.091  0.279
H  0.766  0.813  -1.247  0.084
H  2.054  0.041  -0.141  0.121
H  -0.743  -1.387  1.936  0.188
H  -1.472  1.283  -1.207  -0.337

Results
E_LUMO (spin up / spin down) in eV: -0.17 / -1.74
Energy in eV: -17064.22468
Highest occupied orbital energy (spin up / spin down) in eV: -9.1 / -8.3
Max |F| in eV/A: 3.16

---

# 3
This record from OMol25 describes a molecular structure, C6H5InN3O8 at a distorted geometry. The level of theory is ωB97M-V/def2-TZVPD.

Each line ends with the Löwdin spin population.
Atoms and positions in Å:
In  1.616  -1.805  0.593  -0.009
N  2.146  -4.333  -2.737  -0.016
O  2.101  -3.453  -1.865  0.127
O  2.866  -5.288  -2.549  0.145
O  1.457  -4.184  -3.771  0.095
N  1.751  -5.913  0.724  -0.026
O  2.786  -6.432  0.316  0.262
O  0.765  -6.519  0.851  0.207
O  1.662  -4.725  0.972  0.217
C  -2.547  3.845  -0.530  0.000
C  -1.613  3.014  -1.124  0.000
C  -0.625  2.420  -0.292  0.000
C  -0.601  2.757  1.025  0.000
C  -1.488  3.700  1.605  0.000
C  -2.501  4.166  0.820  0.000
N  0.390  1.997  1.827  0.000
O  1.016  1.033  1.309  0.000
O  0.510  2.320  3.036  0.000
H  -3.367  4.120  -1.176  0.000
H  -1.721  2.757  -2.167  0.000
H  0.041  1.720  -0.775  0.000
H  -1.399  3.992  2.641  0.000
H  -3.244  4.811  1.266  0.000

Results
E_LUMO (spin up / spin down) in eV: -1.96 / -4.06
Energy in eV: -32313.12067
Highest occupied orbital energy (spin up / spin down) in eV: -9.5 / -7.8
Max |F| in eV/A: 5.38
2S+1: 2

---

# 4
This record from OMol25 describes a molecular structure, C30H44N8OSZn at a distorted geometry. The level of theory is ωB97M-V/def2-TZVPD.

Each line ends with the Löwdin charge.
Atoms and positions in Å:
Zn  -0.300  0.321  -0.011  0.641
C  -0.848  1.050  3.318  -0.110
N  0.109  0.234  2.607  -0.312
C  -0.045  -1.180  2.878  -0.096
C  1.482  0.636  2.764  -0.205
C  2.311  0.356  1.520  -0.260
C  3.696  0.322  1.680  -0.092
C  4.535  0.175  0.587  -0.138
C  3.971  0.056  -0.677  -0.127
C  2.587  0.071  -0.821  -0.135
C  1.704  0.217  0.262  -0.173
H  -0.678  1.056  4.412  0.075
H  -1.850  0.664  3.121  0.075
H  -0.800  2.078  2.951  0.070
H  0.164  -1.416  3.940  0.080
H  0.632  -1.752  2.239  0.086
H  -1.053  -1.472  2.621  0.059
H  1.934  0.112  3.623  0.109
H  1.524  1.707  2.989  0.117
H  4.123  0.409  2.677  0.092
H  5.613  0.156  0.718  0.078
H  4.607  -0.042  -1.552  0.083
H  2.175  -0.025  -1.820  0.060
S  0.252  0.949  -5.160  0.338
C  0.030  0.656  -3.554  -0.994
N  -0.128  0.441  -2.417  0.012
N  -1.412  5.128  -1.986  0.170
C  -1.074  5.918  -0.931  -0.539
N  -1.563  7.207  -0.980  0.125
N  -0.344  5.568  0.064  0.106
C  0.014  4.289  0.188  -0.334
N  0.313  3.178  0.281  0.204
H  -2.353  5.251  -2.328  0.110
H  -1.179  4.146  -1.866  0.060
H  -1.549  7.608  -1.905  0.089
H  -1.112  7.790  -0.290  0.089
O  0.568  -3.486  -0.272  0.026
C  0.112  -3.635  -1.398  -0.499
C  0.110  -5.017  -2.044  -0.112
C  -1.296  -5.590  -2.263  -0.197
C  -1.994  -5.086  -3.527  -0.225
C  -2.248  -3.581  -3.544  -0.179
C  -0.958  -2.767  -3.476  -0.180
N  -0.414  -2.638  -2.137  0.100
H  0.668  -5.653  -1.360  0.106
H  0.655  -4.984  -2.995  0.112
H  -1.906  -5.346  -1.394  0.110
H  -1.231  -6.681  -2.314  0.098
H  -2.944  -5.617  -3.645  0.099
H  -1.373  -5.346  -4.395  0.104
H  -2.878  -3.286  -2.700  0.114
H  -2.786  -3.322  -4.461  0.107
H  -1.143  -1.752  -3.820  0.094
H  -0.216  -3.203  -4.155  0.117
H  -0.426  -1.686  -1.778  0.079
C  -4.148  -2.306  2.660  -0.088
C  -3.768  -2.401  1.172  -0.404
C  -4.271  -3.747  0.645  -0.097
C  -4.314  -1.209  0.420  -0.175
C  -5.675  -1.158  0.199  -0.124
C  -6.312  -0.069  -0.402  -0.176
C  -5.494  1.004  -0.750  -0.124
C  -4.120  1.021  -0.565  -0.176
C  -3.413  2.310  -0.940  -0.371
C  -2.318  2.137  -2.002  -0.111
C  -2.879  3.034  0.304  -0.081
C  -3.388  -0.115  0.021  -0.363
N  -2.089  -0.206  0.140  -0.071
H  -3.693  -3.113  3.249  0.063
H  -5.237  -2.374  2.763  0.065
H  -3.840  -1.351  3.086  0.065
H  -2.680  -2.358  1.072  0.100
H  -5.333  -3.891  0.876  0.055
H  -3.726  -4.575  1.112  0.064
H  -4.159  -3.817  -0.439  0.063
H  -6.291  -1.997  0.523  0.084
H  -7.383  -0.053  -0.571  0.053
H  -5.959  1.880  -1.203  0.082
H  -4.184  2.953  -1.376  0.104
H  -1.333  1.984  -1.552  0.000
H  -2.277  3.013  -2.665  0.053
H  -2.509  1.266  -2.628  0.081
H  -2.084  2.441  0.758  0.029
H  -3.681  3.160  1.035  0.078
H  -2.476  4.032  0.064  0.038

Results
E_LUMO in eV: 4.10
Energy in eV: -105046.68158
Highest occupied orbital energy in eV: 0.2
Max |F| in eV/A: 1.04
Total charge: -2